Record 1
28
Properties=species:S:1:pos:R:3:lowdin_charge:R:1 method="wB97M-V/def2-TZVPD" energy_ev=-16744.7792 smiles="CCC(=O)OC.CCC(=O)OC" homo_lumo_gap_ha=0.3903 e_above_lowest_kj_mol=119.5 largest_force_ev_per_a=4.029 lumo_energy_ha=0.02764
C -2.57 -4.18 2.96 -0.087
C -4.10 -4.17 2.68 -0.154
C -4.57 -5.53 3.16 -0.419
O -5.02 -5.58 4.29 0.093
O -4.31 -6.61 2.23 -0.086
C -4.53 -7.96 2.55 -0.086
H -2.52 -4.22 4.06 0.081
H -2.04 -3.27 2.62 0.075
H -2.06 -5.06 2.54 0.080
H -4.63 -3.34 3.20 0.124
H -4.29 -4.06 1.59 0.115
H -3.75 -8.62 2.13 0.094
H -5.50 -8.28 2.15 0.092
H -4.54 -8.08 3.65 0.081
C -6.69 -8.26 6.63 -0.099
C -7.41 -9.53 7.06 -0.150
C -8.09 -10.21 5.84 -0.478
O -9.32 -10.10 5.62 0.041
O -7.31 -10.83 4.96 -0.049
C -7.95 -11.37 3.71 -0.003
H -6.02 -8.00 7.47 0.079
H -7.36 -7.40 6.44 0.088
H -6.08 -8.43 5.73 0.066
H -6.67 -10.29 7.41 0.115
H -8.09 -9.32 7.91 0.122
H -9.00 -11.68 3.83 0.088
H -7.37 -12.24 3.37 0.088
H -7.90 -10.58 2.93 0.090

***

Record 2
29
Properties=species:S:1:pos:R:3:mulliken_spin:R:1 method="wB97M-V/def2-TZVPD" energy_ev=-34629.6983 charge=+2 s2=12.05 multiplicity=7 homo_lumo_gap_ha="0.2355 / 0.3533" e_above_lowest_kj_mol=135.2 largest_force_ev_per_a=2.763 lumo_energy_ha="-0.31872 / -0.27287"
C -2.42 1.13 -0.10 -0.187
C -1.56 1.78 0.75 0.262
O -0.40 1.16 1.16 0.012
C 0.70 2.00 1.55 0.000
C 1.74 1.12 2.19 0.001
O 1.93 -0.02 1.34 -0.007
C 3.09 -0.79 1.65 0.000
H -2.56 0.06 0.10 0.001
H -3.25 1.72 -0.49 -0.001
H -1.54 2.87 0.85 0.008
H 0.36 2.76 2.26 -0.003
H 1.10 2.49 0.65 -0.001
H 1.42 0.77 3.18 0.000
H 2.68 1.67 2.29 0.000
H 3.09 -1.66 0.99 -0.001
H 3.99 -0.18 1.46 0.000
H 3.07 -1.10 2.70 0.000
O -0.89 -2.52 -0.18 -0.055
C -1.41 -2.59 -1.46 0.004
C -0.56 -1.78 -2.44 0.019
O -0.32 -0.47 -1.87 0.035
C -1.18 0.56 -2.24 0.803
Sm 0.18 -0.91 0.41 5.097
H -2.44 -2.19 -1.49 0.002
H -1.45 -3.63 -1.85 -0.006
H -1.04 -1.66 -3.43 -0.010
H 0.43 -2.23 -2.58 0.003
H -0.65 1.42 -2.67 0.007
H -2.10 0.23 -2.72 0.014

***

Record 3
30
Properties=species:S:1:pos:R:3:lowdin_charge:R:1 method="wB97M-V/def2-TZVPD" energy_ev=-88413.1108 charge=+1 homo_lumo_gap_ha=0.2785 e_above_lowest_kj_mol=144.5 largest_force_ev_per_a=0.177 lumo_energy_ha=-0.12819
V -0.59 0.11 0.15 -0.366
C 0.63 2.28 2.00 -0.431
C 0.69 2.80 0.54 -0.472
S -0.79 2.37 -0.47 0.870
C -0.17 2.01 -2.18 -0.449
C -0.58 0.65 -2.83 -0.453
S -1.71 -0.40 -1.81 0.865
C -1.19 -2.17 -1.86 -0.431
C -0.65 -2.81 -0.55 -0.472
S -1.25 -1.98 0.99 0.870
C 0.17 -2.01 2.18 -0.449
C 0.60 -0.65 2.82 -0.453
S -0.43 0.81 2.35 0.865
H 0.24 3.05 2.66 0.077
H 1.65 2.05 2.33 0.096
H 1.54 2.37 0.02 0.032
H 0.78 3.88 0.58 0.087
H 0.92 2.03 -2.09 0.064
H -0.49 2.83 -2.82 0.079
H 0.31 0.06 -3.00 0.061
H -1.09 0.84 -3.77 0.079
H -0.43 -2.28 -2.64 0.096
H -2.08 -2.70 -2.19 0.077
H 0.43 -2.75 -0.52 0.032
H -0.97 -3.85 -0.53 0.087
H 1.01 -2.40 1.60 0.064
H -0.08 -2.72 2.96 0.079
H 1.61 -0.43 2.51 0.061
H 0.55 -0.74 3.91 0.079
S 1.37 -0.26 -0.35 0.353

***

Record 4
47
Properties=species:S:1:pos:R:3:mulliken_spin:R:1 method="wB97M-V/def2-TZVPD" energy_ev=-72511.5712 s2=0.75 multiplicity=2 homo_lumo_gap_ha="0.2032 / 0.3217" largest_force_ev_per_a=6.749 lumo_energy_ha="-0.04476 / -0.04668"
Zr 0.97 -0.47 -2.21 0.904
C -3.41 -0.15 -3.05 0.016
F -2.85 0.55 -4.10 0.001
F -4.69 0.17 -2.85 0.000
F -3.33 -1.40 -3.35 0.002
S -2.31 0.09 -1.41 -0.002
O -3.04 0.87 -0.42 0.009
O -2.01 -1.24 -1.01 0.005
N -0.69 0.73 -1.93 0.056
S -1.19 2.27 -2.01 -0.004
O -0.28 2.88 -2.96 0.004
O -2.54 2.62 -2.41 -0.001
C -0.76 3.12 -0.30 0.004
F -1.57 4.19 -0.21 0.000
F -1.07 2.27 0.69 0.001
F 0.53 3.51 -0.28 0.000
C 2.78 -0.63 1.77 0.003
C 2.18 -0.54 0.35 0.024
O 1.05 -0.14 0.03 -0.030
O 2.71 -0.92 -0.69 -0.007
H 2.69 0.34 2.27 0.001
H 3.84 -0.89 1.76 0.001
H 2.37 -1.39 2.43 0.000
B 2.53 1.38 -2.52 -0.015
H 2.73 0.36 -2.83 -0.011
H 1.72 1.39 -1.81 0.005
H 3.42 1.65 -1.97 0.002
H 2.19 2.01 -3.33 0.016
C 0.42 -0.81 4.62 0.000
C -0.95 -0.42 4.11 0.000
C -0.97 0.37 2.79 -0.001
O -1.68 -0.51 1.91 -0.001
C -2.12 -1.59 2.56 0.000
O -2.98 -2.38 2.08 0.000
O -1.68 -1.55 3.79 0.000
H 1.11 0.02 4.73 0.000
H 0.81 -1.51 3.87 0.000
H 0.21 -1.38 5.52 0.000
H -1.59 0.12 4.80 0.000
H 0.06 0.52 2.50 0.000
H -1.42 1.36 2.87 0.000
O 0.35 -2.44 -1.34 0.010
H -0.28 -2.84 -0.74 0.003
H 0.83 -3.18 -1.72 0.000
O 2.40 -1.86 -3.20 0.004
H 3.26 -1.73 -3.60 0.001
H 2.28 -2.81 -3.18 0.000